Record 1
Density functional theory data (ωB97M-V with the def2-TZVPD basis set) for C45H65BHfN8OS4SiTe as an isolated structure.

Its relative energy (zero: lowest compared OMol25 entry of this formula, charge and spin) is 54.3 kcal/mol. The total energy is -4490.24110 hartree.

Last column: Mulliken charge in e.
Geometry (Å):
Hf 0.22796 -0.17168 -0.38552  1.88
C -3.44040 -3.31648 2.94913  -1.31
C -2.15411 -2.57127 2.79788  0.62
C -1.23044 -2.35964 3.77581  -1.42
C -0.19622 -1.60269 3.20780  -0.22
N -0.48100 -1.35423 1.90812  0.27
N -1.68783 -1.98837 1.67111  0.32
B -2.47148 -2.08108 0.35546  -1.12
N -1.77927 -2.91691 -0.70168  0.41
N -0.66279 -2.51524 -1.38123  0.25
C -0.42497 -3.50526 -2.28874  -0.91
C -1.38270 -4.50676 -2.14152  -0.87
C -2.22469 -4.10546 -1.13568  0.47
C -3.36994 -4.88999 -0.58348  -1.47
C 0.71725 -3.66092 -3.28793  3.14
C 0.51987 -2.75066 -4.51165  -1.84
C 2.05432 -3.51579 -2.53752  -0.94
C 0.72545 -5.08595 -3.87201  -2.56
N -2.99293 -0.74679 -0.21393  0.82
N -2.29908 0.44576 -0.35487  -0.05
C -3.23953 1.36739 -0.69311  -0.72
C -4.47773 0.73572 -0.82730  -1.27
C -4.29348 -0.58050 -0.51927  0.27
C -5.33879 -1.64539 -0.53596  -1.39
C -3.24657 2.89037 -0.84433  2.88
C -3.74466 3.22522 -2.26006  -2.15
C -4.25571 3.42808 0.19125  -1.76
C -1.94930 3.64078 -0.62713  -1.10
C 0.90875 -1.16838 4.17688  3.08
C 0.24542 -0.32025 5.27766  -1.57
C 1.50029 -2.44212 4.80704  -1.92
C 2.06628 -0.37532 3.61886  -1.88
H -3.53475 -3.62391 3.98982  0.50
H -3.47280 -4.21012 2.32991  0.02
H -4.30774 -2.70692 2.69420  0.23
H -1.30082 -2.69971 4.79317  0.56
H -3.44532 -2.68709 0.64326  -0.40
H -1.45537 -5.42492 -2.69169  0.61
H -3.48635 -5.78922 -1.18624  0.43
H -4.31200 -4.34709 -0.59688  0.19
H -3.18199 -5.20390 0.44273  0.14
H 0.29056 -1.72378 -4.26356  0.17
H -0.30491 -3.14676 -5.10875  0.58
H 1.41918 -2.74966 -5.12858  0.27
H 2.06279 -2.67193 -1.84923  -0.44
H 2.88192 -3.39853 -3.24043  0.26
H 2.23013 -4.41978 -1.94955  0.60
H -0.16207 -5.29518 -4.47017  0.43
H 0.81960 -5.84831 -3.09744  0.51
H 1.59280 -5.17017 -4.52900  0.50
H -5.41035 1.19314 -1.10404  0.60
H -6.30048 -1.18002 -0.74577  0.47
H -5.41252 -2.18060 0.40926  0.21
H -5.14174 -2.37592 -1.32114  0.21
H -4.75938 2.86886 -2.44168  0.43
H -3.08559 2.78476 -3.00960  0.35
H -3.73500 4.30840 -2.39550  0.49
H -5.23765 2.96345 0.11856  0.39
H -4.37631 4.50231 0.04229  0.51
H -3.87592 3.27040 1.20502  0.17
H -1.36103 3.64038 -1.53418  -0.16
H -1.34856 3.23965 0.18059  0.11
H -2.16696 4.68533 -0.39218  0.39
H -0.51073 -0.87624 5.83297  0.34
H -0.22658 0.56537 4.84673  0.10
H 1.00877 0.01270 5.98320  0.48
H 0.75782 -3.04182 5.33243  0.35
H 2.27331 -2.15935 5.52365  0.46
H 1.96339 -3.06799 4.04190  0.39
H 1.74797 0.56213 3.17623  0.28
H 2.60832 -0.95508 2.87835  0.12
H 2.76412 -0.15316 4.43041  0.39
C 4.41370 3.02852 -4.70798  -0.48
C 3.13598 2.72376 -5.15106  -0.69
C 2.12653 2.46034 -4.23483  0.05
C 2.36146 2.50805 -2.86111  0.40
C 3.65251 2.82985 -2.43552  -0.28
C 4.67124 3.07658 -3.34484  -0.79
Si 0.92685 2.31140 -1.63829  1.33
C 1.16369 3.99123 -0.74582  0.91
C 1.74975 4.18752 0.50341  0.07
C 1.98467 5.46425 1.00630  -0.64
C 1.63879 6.58202 0.26568  -0.57
C 1.07346 6.41487 -0.99276  -0.77
C 0.85173 5.13959 -1.48652  -0.36
H 5.20539 3.22553 -5.41989  0.38
H 2.92586 2.67808 -6.21241  0.39
H 1.13720 2.20802 -4.59963  0.28
H 3.86845 2.90232 -1.37557  0.38
H 5.66523 3.31749 -2.98776  0.41
H -0.23182 2.50552 -2.56956  -0.51
H 2.04482 3.33925 1.10654  0.14
H 2.45018 5.57868 1.97834  0.51
H 1.82307 7.57577 0.65466  0.36
H 0.81497 7.27928 -1.59216  0.43
H 0.42712 5.03262 -2.47996  0.37
C -0.50968 3.84590 3.85880  -0.99
N -1.52647 2.82154 3.68173  -0.06
C -1.43621 1.83080 2.77437  -0.23
S -0.07455 1.78228 1.76057  0.08
N -2.43771 0.95102 2.74965  1.12
C -3.60452 0.99275 3.59847  -1.45
H -0.92989 4.63064 4.48403  0.41
H -0.22979 4.26504 2.89383  0.32
H 0.38764 3.44247 4.33125  0.26
H -2.25348 2.76288 4.37408  0.27
H -2.37633 0.24327 2.04044  -1.06
H -3.34771 0.82343 4.64906  0.37
H -4.27737 0.19803 3.28554  0.29
H -4.13924 1.94260 3.50350  0.39
C 5.05172 -1.91857 -2.19472  -0.76
O 3.72241 -1.43614 -1.96476  0.66
C 3.02057 -1.01347 -3.00115  -0.16
S 3.50943 -1.05102 -4.56607  -0.17
S 1.39024 -0.52083 -2.62750  -0.81
H 5.42520 -2.19079 -1.21162  0.06
H 5.65873 -1.13665 -2.64859  0.29
H 5.02036 -2.77953 -2.86125  0.38
Te 2.82747 0.58130 0.46170  -0.36
C 4.15526 -0.98817 0.86340  0.28
C 4.01270 -2.34691 0.87896  -0.20
C 5.22602 -3.03018 1.18130  -0.86
C 6.26865 -2.17901 1.38644  -0.57
S 5.77803 -0.54896 1.21000  -0.16
H 3.07807 -2.85108 0.67337  0.41
H 5.31246 -4.10550 1.24436  0.35
H 7.28743 -2.42361 1.63843  0.42

Cartesian forces (eV/Å) of the 2 atoms listed first:
Hf 0.113 0.315 0.459
C -0.010 0.022 0.028

Record 2
Density functional theory data (ωB97M-V with the def2-TZVPD basis set) for a 2-piece molecular cluster, C9H13F3NO2 overall.

As for the total charge: -1. The total energy is -855.43599 hartree.

Last column: Mulliken charge in e.
Geometry (Å):
O -1.39377 -4.14581 1.29068  -0.57
C -1.31448 -3.12257 0.66028  0.23
C -1.63113 -2.92126 -0.81875  -0.51
C -0.50586 -1.93801 -1.20501  -0.85
C -0.14889 -1.14647 0.12710  0.33
C -0.53661 0.30189 -0.14447  -1.25
C 0.13334 1.27598 0.81962  -0.03
C -0.31456 2.65270 0.46863  0.33
F 0.58578 3.48668 -0.12511  -0.26
C -1.58751 3.14187 0.58728  0.13
F -2.20004 3.46663 1.72641  -0.24
F -2.35051 3.41134 -0.49087  -0.24
N -0.94738 -1.82681 1.15280  -0.44
H -2.62426 -2.48403 -0.77503  0.27
H -1.53798 -3.78529 -1.46557  0.36
H 0.40063 -2.44896 -1.50636  0.34
H -0.95573 -1.31529 -1.96864  0.39
H 0.91476 -1.20593 0.32558  0.45
H -0.13029 0.53157 -1.12697  0.32
H -1.61771 0.44767 -0.20787  0.54
H -0.10318 1.04970 1.86353  0.40
H 1.23705 1.20314 0.69836  -0.09
H -1.82021 -1.35163 1.34941  0.34
C 3.67187 1.32597 -0.24138  -0.69
O 2.73662 0.40262 0.06224  -0.78
H 4.65282 1.22941 0.29609  0.21
H 3.99371 1.36859 -1.31621  0.17
H 3.39352 2.39631 -0.03578  0.14

Cartesian forces (eV/Å) of the 2 atoms listed first:
O -0.026 0.599 0.086
C -0.312 -0.445 -0.475

no.,LUMO energy (eV),HOMO (Eh),F_max (eV/A)
1,-0.29,-0.2447,0.829
2,2.96,-0.1101,2.400